Formula: C5H9N3S
Source: OMol25
Level of theory: ωB97M-V with the def2-TZVPD basis set

XYZ file:
```
18
Properties=species:S:1:pos:R:3:forces:R:3
C -1.8038 -0.2902 -3.0264 0.20 4.67 -2.68
C -1.1212 -0.2883 -1.7126 0.30 2.43 3.09
C -1.4712 0.6099 -0.6525 -0.04 -0.45 -3.20
C -0.7700 0.7256 0.6120 -0.83 -1.30 -0.51
N 0.3577 0.1982 0.8068 1.58 0.00 0.39
N 0.9086 0.3439 2.0500 -6.97 3.70 2.05
C 2.0651 -0.0552 2.4187 2.90 -1.16 2.15
N 2.7400 -0.6838 1.5024 5.33 -4.59 -3.58
S 2.6302 0.1325 3.9812 0.00 0.38 0.30
H -2.1326 -1.2429 -3.1624 -1.80 -2.62 -0.53
H -2.6974 0.5926 -3.0386 2.45 -2.77 -0.18
H -1.1354 -0.1871 -4.1655 -1.45 0.19 3.79
H -0.3031 -1.0668 -1.5242 -1.28 1.30 -0.15
H -2.2756 1.4758 -0.6916 1.43 -2.21 -0.69
H -1.3919 1.1024 1.3970 0.05 0.76 0.86
H 0.3037 0.8841 2.8678 2.07 -1.84 -2.72
H 2.2399 -1.0790 0.6294 1.19 1.22 2.06
H 3.8571 -1.1718 1.7085 -5.12 2.30 -0.45
```
Forces are in eV/Å.

Properties
Highest occupied orbital energy, eV: -7.919
2S+1: 1
E_LUMO, eV: -0.3
SMILES: C/C=C/C=N/NC(N)=S
HOMO-LUMO gap, Ha: 0.2808

Mulliken population analysis, charges in e, atoms 1 to 2: number 1, C, carries -0.961; number 2, C, carries 0.152


Formula: C5H9N3S2
Source: OMol25
Level of theory: ωB97M-V with the def2-TZVPD basis set

XYZ file:
```
19
Properties=species:S:1:pos:R:3:forces:R:3
C 2.7272 0.0414 1.1973 -0.20 -1.50 -0.42
C 1.5041 0.4747 0.2781 -0.44 3.80 -0.40
C 1.3705 -0.3205 -1.0306 0.37 1.06 -1.05
C -0.9564 -1.3116 0.0193 -0.79 1.26 -2.13
C -2.5798 0.1683 -0.1465 -0.10 1.38 1.14
H 2.5817 -0.9918 1.7875 0.35 1.87 -2.03
H 3.6871 0.0877 0.5261 -1.70 -0.45 1.47
H 2.8747 0.6877 2.0574 -0.07 0.62 -0.28
H 0.4257 0.4720 0.6565 2.18 0.05 0.47
H 1.6057 1.7073 -0.0009 0.11 -3.27 0.70
H 0.8987 0.1599 -1.9775 0.12 -0.56 2.13
H 2.3480 -0.5721 -1.4388 0.31 -0.32 0.27
H -4.3766 1.1422 -0.8141 3.87 1.12 3.04
H -2.9008 2.0098 -0.9487 -0.11 -0.72 1.72
N -1.9289 -2.1212 0.3348 1.00 0.17 0.53
N -3.3005 1.4420 -0.1330 -3.03 -1.96 -5.21
N -1.2863 0.0742 -0.3150 -1.59 -2.15 0.62
S 0.6635 -1.8646 -0.5279 -1.28 -1.07 0.20
S -3.3578 -1.2854 0.4760 1.01 0.67 -0.76
```
Forces are in eV/Å.

Properties
Highest occupied orbital energy, eV: -8.534
2S+1: 1
E_LUMO, eV: 0.2
HOMO-LUMO gap, Ha: 0.3208

Mulliken population analysis, charges in e, atoms 1 to 2: number 1, C, carries -1.018; number 2, C, carries -0.306


Formula: C5H9N3Si
Source: OMol25
Level of theory: ωB97M-V with the def2-TZVPD basis set

XYZ file:
```
18
Properties=species:S:1:pos:R:3:forces:R:3
C 0.3548 -1.4609 -1.0489 -1.39 -0.96 0.51
C -0.4559 0.5333 0.0843 -0.09 -0.32 0.94
C -1.6143 -0.3830 -0.1330 0.06 -0.41 -0.36
C 0.6460 0.0441 -0.8329 1.15 0.84 -0.08
C -0.9882 -1.7849 -0.4079 1.43 4.18 1.67
N 1.0938 -2.3505 -1.5477 1.09 0.72 -0.70
N -0.3265 1.1825 1.3930 -2.40 -1.05 -2.14
N -2.8210 -0.0875 0.0775 -1.69 -0.82 1.36
Si 0.8124 1.9659 2.3876 1.24 1.81 -0.08
H 1.6088 0.0267 -0.2799 -0.15 0.54 -0.74
H 0.6833 0.7354 -1.8017 0.22 -1.76 1.86
H -1.4842 -2.5799 -0.8097 -1.71 -1.80 -1.19
H -0.8755 -1.8818 0.6714 0.73 -1.26 0.26
H 0.7578 -3.3217 -1.5699 -0.31 0.74 0.35
H -1.2964 1.3559 1.7217 0.66 -0.27 -0.40
H -3.4809 -0.9284 0.2059 1.39 1.46 -0.94
H 1.5055 1.2423 3.4479 -0.08 -0.55 0.16
H 0.3651 3.3167 2.9895 -0.16 -1.09 -0.47
```
Forces are in eV/Å.

Properties
Highest occupied orbital energy (alpha / beta), eV: -7.502 / -7.534
2S+1: 1
E_LUMO (alpha / beta), eV: -0.6 / -0.2
HOMO-LUMO gap (alpha / beta), Ha: 0.2541 / 0.2697

Mulliken population analysis, charges in e, atoms 1 to 2: number 1, C, carries 0.413; number 2, C, carries -0.074


Formula: C5H9N4O
Source: OMol25
Level of theory: ωB97M-V with the def2-TZVPD basis set

XYZ file:
```
19
Properties=species:S:1:pos:R:3:forces:R:3
C -1.4818 3.0801 0.4418 -0.27 0.82 0.04
C 1.2945 -1.6641 -0.4087 -0.17 0.26 0.03
C 0.4906 -0.2357 1.5219 -0.07 0.18 -0.23
C -1.1158 -0.8717 -0.2724 0.00 0.13 0.09
C 0.3448 -0.5370 0.0330 -0.48 -1.02 0.02
N -1.3000 1.9302 0.5566 -0.25 -0.95 0.32
N 0.4792 1.4362 -2.8078 -0.45 0.10 -0.68
N 0.5152 0.9835 -1.7729 0.07 0.13 -1.36
N 0.7150 0.6717 -0.6551 1.48 0.33 1.78
O -1.6776 4.2654 0.3377 -0.10 0.96 -0.13
H 1.1631 -1.8862 -1.4673 -0.04 -0.02 -0.11
H 2.3306 -1.3689 -0.2504 0.09 0.01 0.07
H 1.0896 -2.5674 0.1602 -0.02 -0.14 0.09
H 1.5186 0.0148 1.7676 0.23 0.01 0.02
H 0.1755 -1.0871 2.1177 -0.04 -0.22 0.07
H -0.1480 0.6275 1.7134 0.06 -0.07 0.17
H -1.4544 -1.7170 0.3244 0.02 -0.16 0.03
H -1.6827 0.0279 -0.0115 -0.07 -0.26 -0.08
H -1.2561 -1.1022 -1.3283 0.02 -0.08 -0.14
```
Forces are in eV/Å.

Properties
Highest occupied orbital energy, eV: -3.916
2S+1: 1
E_LUMO, eV: 3.5
HOMO-LUMO gap, Ha: 0.2709
Total charge: -1

Mulliken population analysis, charges in e, atoms 1 to 2: number 1, C, carries 0.216; number 2, C, carries -1.687


Formula: C5H9N6
Source: OMol25
Level of theory: ωB97M-V with the def2-TZVPD basis set

XYZ file:
```
20
Properties=species:S:1:pos:R:3:forces:R:3
N -0.7153 -0.0608 3.1066 -1.21 -0.56 -0.49
N -0.1532 -0.5490 1.8928 -0.55 1.66 2.46
C 0.4478 0.3990 1.0356 -0.16 0.45 -2.89
C -0.2796 0.3518 -0.4820 -0.48 2.20 3.19
C 0.5073 0.9905 -1.5722 -2.51 0.87 -0.21
N 0.5750 2.2336 -1.9379 0.13 1.24 -1.65
N 0.6270 0.1190 -2.5013 3.02 -1.90 -2.73
C 0.5718 -1.0968 -1.9542 -1.71 -0.65 -2.09
N -0.0939 -1.0195 -0.8282 -1.27 -1.95 3.04
C -0.5697 -1.9700 0.2879 1.06 0.67 -3.51
N -0.6807 -1.6753 1.4887 0.48 0.13 -0.17
H -1.7536 -0.3305 3.0765 2.11 0.49 0.51
H -0.2122 -0.5691 3.8342 -0.64 0.18 0.17
H 0.5783 1.4199 1.3466 -1.26 0.36 0.94
H 1.5172 0.2021 0.9133 0.01 -0.85 -0.72
H -1.4912 0.8758 -0.5892 3.72 -2.06 0.56
H 0.6435 3.0345 -1.3949 -0.19 1.20 1.68
H 0.5697 2.4594 -2.9379 0.47 -0.60 0.48
H 0.8288 -1.9752 -2.6419 -0.26 0.93 1.86
H -0.9172 -2.8395 -0.1427 -0.77 -1.82 -0.44
```
Forces are in eV/Å.

Properties
Highest occupied orbital energy, eV: -12.645
2S+1: 1
E_LUMO, eV: -4.7
SMILES: NN1C[C@H]2C(=[NH2+])N=CN2C=N1
HOMO-LUMO gap, Ha: 0.2908
Total charge: +1

Mulliken population analysis, charges in e, atoms 1 to 2: number 1, N, carries -0.687; number 2, N, carries 0.738


Formula: C5H9NO
Source: OMol25
Level of theory: ωB97M-V with the def2-TZVPD basis set

XYZ file:
```
16
Properties=species:S:1:pos:R:3:forces:R:3
O -1.5859 -0.0876 -3.0794 -0.24 0.35 -0.11
C -1.4071 -0.6550 -2.0180 0.54 -1.03 -0.06
N -0.4005 -0.4161 -1.1690 0.40 0.37 -0.17
C -0.1154 -1.0714 0.1017 1.00 -0.28 -0.59
C 1.0682 -0.4165 0.7697 0.21 1.70 0.45
C 0.9892 1.0563 1.1333 -0.33 -0.44 -0.54
C -0.1135 1.8008 1.1369 0.29 -0.80 0.46
H -1.9952 -1.5462 -1.7297 -0.23 0.27 0.19
H 0.2460 0.3084 -1.4403 -0.07 0.10 -0.07
H 0.2279 -2.1108 -0.0085 -0.40 -0.10 -0.36
H -1.0107 -1.0590 0.6648 -0.75 -0.07 0.99
H 1.3397 -0.9200 1.7109 0.01 -0.37 -0.13
H 1.9583 -0.4327 0.1282 -0.09 -0.67 -0.11
H 1.9758 1.4479 1.3658 -0.13 0.25 0.27
H -1.0442 1.3040 0.8960 -0.18 0.30 -0.09
H -0.1326 2.7978 1.5376 -0.01 0.41 -0.13
```
Forces are in eV/Å.

Properties
Highest occupied orbital energy (alpha / beta), eV: 1.192 / -6.139
2S+1: 2
E_LUMO (alpha / beta), eV: 3.9 / 3.9
HOMO-LUMO gap (alpha / beta), Ha: 0.1005 / 0.3678
Total charge: -1

Mulliken population analysis, charges in e, atoms 1 to 2: number 1, O, carries -0.467; number 2, C, carries -0.468


Formula: C5H9NO
Source: OMol25
Level of theory: ωB97M-V with the def2-TZVPD basis set

XYZ file:
```
16
Properties=species:S:1:pos:R:3:forces:R:3
C -0.7828 -1.6808 -0.2111 -0.03 -0.02 -0.01
C 0.2720 -1.0418 0.6760 -0.06 -0.10 0.02
N 1.4496 -0.5814 -0.0202 0.05 0.16 0.01
C 1.4022 0.7844 -0.1756 -0.05 0.02 0.09
O 2.2144 1.5114 -0.7217 -0.07 -0.15 0.03
C 0.2504 1.3444 0.5343 0.01 0.21 -0.15
C -0.9073 1.8482 -0.2179 -0.04 -0.07 0.03
H -1.0059 -1.0493 -1.0781 0.07 -0.08 0.17
H -1.7087 -1.8417 0.3505 0.11 -0.02 -0.07
H -0.4337 -2.6476 -0.5871 -0.04 0.11 0.05
H 0.5194 -1.6694 1.5367 0.03 -0.02 -0.09
H 2.3350 -1.0678 0.0132 -0.16 0.09 -0.09
H -0.1371 -0.1063 1.1820 -0.09 -0.18 0.05
H -1.2523 1.2839 -1.0968 0.16 0.04 0.10
H -0.4638 2.7836 -0.6023 -0.03 0.00 -0.02
H -1.7513 2.1304 0.4180 0.16 0.00 -0.11
```
Forces are in eV/Å.

Properties
Highest occupied orbital energy, eV: -8.583
2S+1: 1
E_LUMO, eV: 0.0
HOMO-LUMO gap, Ha: 0.3151

Mulliken population analysis, charges in e, atoms 1 to 2: number 1, C, carries -1.055; number 2, C, carries -0.198


Formula: C5H9NO
Source: OMol25
Level of theory: ωB97M-V with the def2-TZVPD basis set

XYZ file:
```
16
Properties=species:S:1:pos:R:3:forces:R:3
H -1.7719 -0.6793 2.6978 0.00 0.05 0.04
N -1.3157 0.1811 2.3929 0.12 -0.19 -0.36
C -0.8823 0.0328 1.2131 -0.03 0.22 0.23
C -0.1908 1.1885 0.5199 -0.13 -0.01 -0.05
C 0.2124 0.9341 -0.8946 -0.42 0.10 -0.18
C 0.1092 -0.2635 -1.4408 -0.22 0.00 -0.02
C -0.2946 -1.4443 -0.6098 0.05 -0.02 -0.22
O -1.1064 -1.1138 0.5178 -0.05 0.06 0.07
H -0.9140 2.0065 0.4797 0.01 0.06 0.30
H 0.6302 1.5359 1.1590 -0.05 -0.08 -0.16
H 0.5282 1.8060 -1.4642 -0.04 -0.21 -0.04
H 0.3138 -0.4279 -2.4949 0.11 -0.06 0.16
H 0.5806 -1.9998 -0.2348 -0.04 0.14 -0.17
H -0.8876 -2.1381 -1.2091 0.01 0.02 0.13
H 2.4789 0.5370 -0.1993 0.35 0.19 0.23
H 2.5101 -0.1553 -0.4327 0.33 -0.27 0.05
```
Forces are in eV/Å.

Properties
Highest occupied orbital energy, eV: -9.698
2S+1: 1
E_LUMO, eV: 1.0
SMILES: [H]/N=C1/CC=CCO1.[H][H]
HOMO-LUMO gap, Ha: 0.3929

Mulliken population analysis, charges in e, atoms 1 to 2: number 1, H, carries 0.286; number 2, N, carries -0.704